# 1
This record from the Open Molecules 2025 dataset describes a cluster of 2 separate species, C5H10 in total. The level of theory is ωB97M-V with the def2-TZVPD basis set.

Geometry as XYZ:
```
15
Properties=species:S:1:pos:R:3:forces:R:3
C -2.2761 -0.9036 1.4061 -0.03 0.28 0.34
C -0.9870 -0.6065 1.4057 0.27 0.00 -0.94
C 0.0755 -1.5518 0.9151 -0.38 -0.52 0.25
H -2.9926 -0.1708 1.7549 -0.14 -0.09 -0.12
H -2.6366 -1.8741 1.0907 -0.04 -0.05 0.08
H -0.6749 0.4178 1.5899 0.00 -0.10 0.45
H -0.3841 -2.3660 0.3526 -0.06 0.09 -0.17
H 0.5687 -2.0676 1.7443 0.27 0.35 0.03
H 0.8070 -1.0647 0.2761 0.11 0.02 0.10
C 1.2132 1.5080 -1.1684 0.02 -0.33 0.58
C 1.6187 1.9304 -2.3478 -0.10 -0.09 -0.39
H 1.8248 0.8304 -0.5828 0.11 0.08 -0.03
H 0.2740 1.7690 -0.6964 -0.09 0.16 -0.25
H 2.5653 1.5953 -2.7542 0.01 0.09 -0.01
H 1.0041 2.5541 -2.9858 0.06 0.11 0.10
```
Forces are in eV/Å.

Properties
HOMO-LUMO gap (eV): 10.92
SMILES: C=CC.C=C
Highest occupied orbital energy (eV): -9.696
Calculated total energy (eV): -5345.374
Relative energy (zero: lowest compared OMol25 entry of this formula, charge and spin) (kcal per mole): 43.6

***

# 2
This record from the Open Molecules 2025 dataset describes an isolated molecule of C5H7Cl at a distorted geometry. The level of theory is ωB97M-V with the def2-TZVPD basis set.

Geometry as XYZ:
```
13
Properties=species:S:1:pos:R:3:forces:R:3
C 1.1258 1.3067 -0.4788 0.48 4.21 1.14
C 1.4045 0.0369 -0.3201 1.25 -1.42 0.80
Cl 3.0502 -0.5235 0.3415 -1.68 0.65 -0.72
C 0.4327 -1.0412 -0.5682 -0.02 1.32 -0.41
C -0.8535 -0.8999 -0.2796 0.63 -0.81 0.82
C -1.4789 -0.0435 0.7048 1.44 4.96 3.25
H 1.7977 2.2608 -0.0800 -1.49 -2.99 -1.28
H 0.1118 1.6502 -0.8387 1.33 -0.76 0.28
H 0.6553 -1.8861 -1.1590 0.85 -0.71 -0.60
H -1.4746 -1.6910 -0.6025 -0.69 -0.79 -0.56
H -2.2573 -0.5159 1.2797 -0.65 -0.13 -0.37
H -1.8097 1.0372 0.3139 0.32 -2.49 0.76
H -0.7040 0.3092 1.6871 -1.77 -1.04 -3.11
```
Forces are in eV/Å.

Properties
HOMO-LUMO gap (eV): 10.04
SMILES: C=C(Cl)/C=C\C
Highest occupied orbital energy (eV): -9.375
Calculated total energy (eV): -17818.351
Relative energy (zero: lowest compared OMol25 entry of this formula, charge and spin) (kcal per mole): 49.1

***

# 3
This record from the Open Molecules 2025 dataset describes a structure of composition C27H46BrNOP2Sn at a distorted geometry. The level of theory is ωB97M-V with the def2-TZVPD basis set.

Geometry as XYZ:
```
79
Properties=species:S:1:pos:R:3:forces:R:3
N -5.0659 2.6015 -3.8317 -0.30 0.14 0.00
C -5.0205 2.9583 -2.5500 0.39 -0.38 -0.32
C -4.0118 2.4874 -1.7056 0.21 -0.02 0.89
C -2.9650 1.7300 -2.2705 0.57 -1.28 -0.51
C -3.0531 1.3251 -3.6115 -0.15 0.84 -0.40
C -4.1400 1.8119 -4.3671 0.73 -0.54 0.48
C -1.7584 1.4721 -1.4207 -1.71 2.85 -1.23
Sn 0.1043 0.1174 -1.5339 -0.36 -3.11 0.70
P 2.3224 -0.0822 -0.5266 4.06 -0.19 0.64
C -0.5398 2.2395 -1.6897 -0.97 2.45 1.70
C 0.1688 2.9227 -0.5938 0.17 -1.96 -1.60
C 1.1920 3.8246 -0.9507 0.53 0.73 0.28
C 1.9214 4.4779 0.0315 -0.42 -0.33 -0.74
C 1.7728 4.0647 1.3759 -0.41 0.56 -0.06
C 0.8141 3.0958 1.7336 -0.85 -0.77 -0.76
C 0.0207 2.5079 0.7416 0.54 0.21 1.70
Br 2.8029 4.8270 2.6774 0.14 0.08 0.11
H -2.0154 1.2117 -0.3950 0.27 -0.01 0.32
H -0.3856 2.6744 -2.6833 -0.23 -0.49 0.01
H -4.0089 2.7641 -0.6485 -0.03 -0.06 -0.28
H -2.2838 0.6836 -4.0491 -0.33 0.14 -0.03
H -5.8195 3.6055 -2.1757 0.28 -0.21 -0.09
H -4.2612 1.5225 -5.4132 -0.03 0.15 0.28
H 1.4243 3.9518 -2.0071 -0.17 0.46 0.18
H -0.6757 1.7092 1.0301 0.01 0.54 0.07
H 2.6163 5.2693 -0.2401 0.05 -0.23 0.12
H 0.6962 2.8230 2.7825 0.08 0.10 -0.26
P -1.0707 -2.1523 -0.4001 -1.48 -2.30 0.52
C 3.2943 1.4025 -0.0810 -0.97 1.01 0.09
C 4.8210 1.3927 -0.1355 0.55 -0.27 0.01
H 2.9706 1.7186 0.9199 -0.06 -0.15 -0.24
H 2.9377 2.1731 -0.7758 0.15 -0.11 0.16
H 5.1616 2.4247 0.0293 -0.20 -0.19 -0.16
H 5.2847 0.8022 0.6620 -0.18 0.04 -0.35
H 5.2034 1.0695 -1.1065 0.02 0.12 0.17
C 3.2471 -0.7659 -1.9553 -0.54 -0.18 -0.49
C 4.4386 -1.6593 -1.6225 0.42 -0.31 0.22
H 3.5732 0.0978 -2.5564 -0.22 -0.12 0.11
H 2.5209 -1.3277 -2.5644 0.22 -0.02 -0.09
H 4.8206 -2.1065 -2.5498 -0.16 0.14 0.20
H 5.2664 -1.0981 -1.1735 -0.26 -0.16 -0.11
H 4.1699 -2.4803 -0.9473 0.05 0.13 -0.20
C 2.4527 -1.1841 0.9306 -1.23 -0.58 0.29
C 3.7726 -1.1160 1.7038 0.72 0.31 -0.08
H 2.2538 -2.2169 0.6016 0.08 0.33 -0.03
H 1.6260 -0.9078 1.6104 0.15 -0.11 -0.20
H 3.7495 -1.8436 2.5257 -0.21 0.13 -0.23
H 4.6425 -1.3643 1.0812 -0.33 0.05 0.21
H 3.9432 -0.1271 2.1489 -0.12 -0.30 -0.08
C -0.6067 -2.9096 1.2092 1.13 1.13 0.70
C -1.2260 -4.2607 1.5816 -0.55 -0.44 -0.39
H -0.8282 -2.1466 1.9714 0.08 -0.19 -0.06
H 0.4872 -3.0158 1.1806 -0.31 -0.03 0.11
H -2.3083 -4.2105 1.7552 0.28 0.07 -0.11
H -1.0345 -5.0398 0.8326 -0.03 0.22 0.18
H -0.7712 -4.6094 2.5190 -0.01 0.27 -0.23
C -0.8129 -3.5819 -1.5401 0.75 0.42 -0.33
C -0.6206 -3.1714 -2.9949 -0.42 -0.38 -0.14
H -1.6828 -4.2438 -1.4294 0.13 0.28 0.07
H 0.0540 -4.1488 -1.1691 -0.12 0.25 -0.06
H -1.5723 -2.8523 -3.4389 0.27 0.00 -0.02
H 0.1083 -2.3511 -3.0825 0.16 -0.01 -0.15
H -0.2454 -4.0292 -3.5677 -0.06 0.37 -0.04
C -2.9138 -2.0729 -0.3024 -0.08 0.90 -0.58
C -3.5318 -1.5462 0.9907 -0.14 0.27 0.37
H -3.2666 -3.0913 -0.5166 0.28 0.19 -0.03
H -3.2239 -1.4494 -1.1532 -0.14 -0.21 0.04
H -4.4961 -1.0762 0.7632 0.18 -0.16 0.06
H -3.7357 -2.3551 1.7046 0.17 0.24 -0.20
H -2.9110 -0.7928 1.4943 -0.12 -0.17 -0.13
C -1.2920 0.4035 5.2117 -0.07 0.15 -0.06
C -2.0422 0.2574 3.9090 -0.95 -0.46 0.27
O -1.2663 0.4823 2.7221 1.24 0.59 -0.69
H -0.2661 0.0343 5.1461 -0.02 -0.09 -0.01
H -1.8096 -0.1827 5.9714 0.08 0.08 0.07
H -1.2879 1.4410 5.5477 0.13 -0.02 0.02
H -2.4243 -0.7592 3.7851 0.02 0.03 0.16
H -2.9095 0.9267 3.8821 0.14 -0.06 0.05
H -0.4950 1.0236 2.9629 -0.49 -0.35 0.23
```
Forces are in eV/Å.

Properties
Net charge: +4
HOMO-LUMO gap (alpha / beta) (eV): 3.94 / 3.91
Highest occupied orbital energy (alpha / beta) (eV): -19.784 / -19.776
Calculated total energy (eV): -126688.030